(a)
Here is the ion C5H8NO3P with charge -2 from the OMol25 dataset. Energies are from the ωB97M-V functional and the def2-TZVPD basis.

As for the net charge: -2. The value obtained for the HOMO-LUMO gap is 5.854 eV. As for the HOMO energy: 0.6 eV. For the molar mass, the calculation gives 161.1 g/mol.

Geometry (Å):
1 C -0.75776 2.50679 1.10249
2 C -1.66472 -0.78727 -1.11339
3 C 2.18600 -0.60939 -0.47341
4 C -0.16124 -0.81790 -1.26048
5 C 0.64688 -0.64506 -0.21778
6 N -1.59431 3.35273 1.21426
7 O 1.22695 0.20597 2.44598
8 O -0.99625 0.92093 1.28852
9 O -0.65103 -1.49518 1.91526
10 P 0.04813 -0.26606 1.58890
11 H -1.87978 -0.54588 -0.10944
12 H -2.25787 -1.66198 -1.21938
13 H -2.15772 -0.20810 -1.90621
14 H 2.06084 -0.03031 -1.50413
15 H 2.65469 -1.68808 -0.51147
16 H 2.70929 -0.00298 0.24346
17 H 0.24800 -0.91898 -2.29462
18 H 0.33988 2.69074 0.81143

(b)
Here is the ion C5H8NO3P with charge -2 from the OMol25 dataset. Energies are from the ωB97M-V functional and the def2-TZVPD basis.

As for the net charge: -2. The value obtained for the HOMO-LUMO gap is 5.887 eV. As for the HOMO energy: 0.7 eV. For the molar mass, the calculation gives 161.1 g/mol. Its SMILES is C[C@]1(P(=O)([O-])[O-])CCC=N1.

Geometry (Å):
1 C 0.23757 -2.00978 -0.21226
2 C 0.17957 -0.32574 -0.18965
3 P 1.91968 0.16162 0.33134
4 O 1.81157 1.69321 0.43417
5 O 2.02295 -0.60753 1.67668
6 O 2.75710 -0.35862 -0.82172
7 C -0.91786 0.16378 0.77727
8 C -1.39937 1.38010 0.12374
9 C -0.80121 1.24278 -1.27939
10 N 0.00074 0.25484 -1.39964
11 H -0.80218 -2.29165 -0.00801
12 H 0.91465 -2.08007 0.65920
13 H 0.59376 -2.51208 -1.20513
14 H -0.46686 0.25271 1.80681
15 H -1.71516 -0.63283 0.72711
16 H -0.92139 2.22936 0.60243
17 H -2.46763 1.60373 0.13296
18 H -0.94593 1.83616 -2.15589

Energies, relative to the best one, in kJ/mol: (a) 96.3; (b) 0.0.